Molecular formula: C5H8O
Method: DFT, wB97M-V/def2-TZVPD

The geometry in XYZ format:
```
14
Properties=species:S:1:pos:R:3:forces:R:3:mulliken_charge:R:1
C 0.221753 1.210555 -0.799897 0.0 0.1 -0.2 -0.801
C 0.203699 1.302592 0.706871 -0.1 0.1 0.2 -0.683
C 0.045450 -0.006630 0.030978 -0.2 0.1 -0.1 0.729
C -1.202797 -0.867545 0.011483 -0.6 0.4 -0.5 -0.471
O -0.350302 -2.050288 0.031978 -0.4 -0.1 -0.3 -0.424
C 0.877861 -1.270621 0.064868 -0.1 0.1 0.0 -0.366
H -0.651904 1.528730 -1.363661 0.2 0.1 0.1 0.248
H 1.172971 1.348757 -1.306060 -0.1 0.0 0.1 0.256
H 1.132943 1.514108 1.229099 -0.1 0.0 -0.1 0.252
H -0.697135 1.667263 1.189535 0.2 0.2 0.0 0.252
H -1.960305 -0.834183 0.796854 0.7 -0.1 1.0 0.268
H -1.938489 -0.660113 -0.823125 1.4 -0.9 -0.3 0.254
H 1.482159 -1.419903 0.976627 -0.5 -0.1 -0.1 0.240
H 1.542704 -1.463850 -0.797287 -0.5 0.1 0.1 0.247
```
Forces are in eV/Å.

Calculated values
total energy = -7359.6800 eV
ΔE to the lowest compared entry with this formula, charge and spin = 248.5 kJ/mol
spin multiplicity = 1
HOMO energy = -0.3475 Ha
E_LUMO = 1.06 eV